Molecular formula: C6H12N3
Method: DFT, ωB97M-V/def2-TZVPD

Last column: natural (NBO) charge in e.
Element x y z (Å)
1 C 0.072038 1.740996 -0.172371  0.0730
2 C -0.869410 0.584535 -0.063016  -0.1570
3 C -0.475262 -0.586759 0.296372  0.2994
4 C 1.845026 0.560987 0.748041  -0.1592
5 C -2.264628 1.058251 -0.166472  -0.6287
6 C -1.125644 -1.849805 0.597502  -0.7141
7 N 1.217299 1.843216 0.335660  -0.3462
8 N 1.400050 -0.665405 0.142451  -0.3144
9 N 1.800559 -0.843654 -1.226546  -0.5393
10 H -0.456121 2.747056 -0.204972  0.2060
11 H 2.850570 0.756896 0.702522  0.2152
12 H 1.570099 0.511220 1.763667  0.2480
13 H -2.155449 2.180566 -0.148551  0.2372
14 H -2.857087 0.768820 0.750153  0.2454
15 H -2.695026 0.556598 -1.007917  0.2448
16 H -0.634539 -2.200004 1.561485  0.2589
17 H -1.013398 -2.570123 -0.082004  0.2329
18 H -2.219710 -1.900972 0.798514  0.2776
19 H 2.128736 0.065680 -1.559609  0.4325
20 H 1.180618 -1.461881 -1.813964  0.4613
21 H 2.701287 -1.296211 -1.250947  0.4267

Cartesian forces (eV/Å) of the 3 atoms listed first:
-0.99 2.04 1.51
0.65 2.10 -0.25
3.30 -1.08 -1.42

Computed properties:
strongest force on any atom	4.83	eV/Å
spin multiplicity	1
charge	+1
gap between HOMO and LUMO	9.866	eV
total energy	-399.67010	Ha

Molecular formula: H8O16SV4
Method: DFT, ωB97M-V/def2-TZVPD

Last column: Löwdin charge in e.
Element x y z (Å)
1 O 3.438921 -3.290675 2.810690  -0.2440
2 V 2.148198 -2.431765 3.366510  1.2760
3 O 1.086839 -3.547538 3.844363  -0.1898
4 O 1.372925 4.422269 -1.376675  -0.1880
5 V 0.749860 4.506700 0.097462  1.3080
6 O 0.889223 6.074066 0.571668  -0.2082
7 O -4.254934 1.166425 -1.455982  -0.2425
8 V -4.377709 -0.371660 -0.824887  1.3025
9 O -4.185553 -0.059571 0.784043  -0.2520
10 O 4.635828 -2.608790 -2.330363  -0.1780
11 V 4.771308 -1.042105 -2.371365  1.2783
12 O 5.000869 -0.586128 -3.877615  -0.1944
13 S 0.132987 -0.559202 -0.934121  0.1298
14 O 0.396521 -1.557258 0.106044  -0.4165
15 O -1.086928 -1.074326 -1.622216  -0.3851
16 O -0.162013 0.758834 -0.373872  -0.4357
17 O 1.237662 -0.568774 -1.863421  -0.3941
18 O -0.197984 0.504079 -5.344634  -0.0481
19 H 0.559638 1.085064 -5.276140  0.0232
20 H -0.144935 -0.052120 -4.567418  0.0136
21 O -0.840321 -5.404052 -0.487917  -0.0474
22 H -1.350974 -5.366003 0.320799  0.0247
23 H -0.785284 -4.494171 -0.780014  0.0181
24 O -0.993214 0.226692 4.523635  -0.0415
25 H -0.366205 0.680665 5.086668  0.0281
26 H -1.032713 0.759898 3.729688  0.0251
27 O -1.890340 4.250105 2.531319  -0.0541
28 H -1.976864 4.613930 3.412440  0.0481
29 H -2.774806 3.965406 2.301310  0.0442

Cartesian forces (eV/Å) of the 3 atoms listed first:
-3.89 3.01 1.79
0.31 -6.16 -1.31
2.91 3.21 -1.17

Computed properties:
strongest force on any atom	8.42	eV/Å
spin multiplicity	1
charge	+2
gap between HOMO and LUMO	3.433	eV
total energy	-5381.68919	Ha

Molecular formula: C24H27N5O2S
Method: DFT, ωB97M-V/def2-TZVPD

Last column: natural (NBO) charge in e.
Element x y z (Å)
1 C 8.075831 -0.314297 -2.682456  -0.7126
2 C 7.162078 0.260102 -1.615816  0.6830
3 O 7.499835 1.140879 -0.860404  -0.6003
4 N 5.933436 -0.334743 -1.620416  -0.6018
5 C 4.825745 -0.086498 -0.801439  0.1336
6 C 4.823110 0.873293 0.206345  -0.2476
7 C 3.697911 1.069368 0.982662  -0.1711
8 C 2.550419 0.310861 0.768174  0.1224
9 N 1.383819 0.453169 1.519709  -0.6359
10 C 1.107855 1.342378 2.499297  0.6677
11 O 1.849332 2.194678 2.935201  -0.6048
12 C -0.305487 1.157930 3.049692  -0.6144
13 S -1.600971 1.643867 1.859710  0.2776
14 C -1.943963 0.133400 1.016572  0.0570
15 N -1.066808 -0.815856 1.176026  -0.4652
16 C -1.327955 -2.067535 0.721668  0.0605
17 C -0.386891 -3.095045 0.874090  -0.1925
18 C -0.708922 -4.363194 0.462550  -0.2180
19 C -1.964042 -4.636130 -0.097781  -0.2039
20 C -2.897408 -3.644785 -0.256486  -0.2129
21 C -2.590422 -2.332264 0.139643  0.2021
22 N -3.470251 -1.331290 -0.064928  -0.4812
23 C -3.178383 -0.099044 0.297511  0.3619
24 N -4.116092 0.855189 0.071728  -0.4033
25 C -3.798961 2.214674 -0.304581  -0.2108
26 C -3.729877 2.344117 -1.830030  -0.4102
27 C -5.046546 1.907579 -2.475014  -0.2154
28 C -4.963433 1.980441 -3.996436  -0.5972
29 C -5.381044 0.490700 -2.005632  -0.4127
30 C -5.389970 0.431290 -0.479178  -0.2164
31 C 2.551965 -0.648386 -0.243882  -0.2242
32 C 3.675759 -0.844260 -1.017633  -0.2375
33 H 9.036210 0.190215 -2.635778  0.2424
34 H 8.223671 -1.379793 -2.518188  0.2245
35 H 7.642269 -0.166345 -3.669535  0.2246
36 H 5.785074 -1.060567 -2.308266  0.3922
37 H 5.706591 1.463954 0.378933  0.2570
38 H 3.703086 1.814880 1.759951  0.2464
39 H 0.616935 -0.190841 1.287064  0.4348
40 H -0.494043 0.120992 3.326874  0.2534
41 H -0.445213 1.820686 3.902727  0.2583
42 H 0.571634 -2.871597 1.319111  0.2218
43 H 0.007100 -5.163623 0.574580  0.2172
44 H -2.192785 -5.644881 -0.408723  0.2164
45 H -3.864547 -3.837829 -0.693400  0.2213
46 H -2.852424 2.525050 0.132153  0.2194
47 H -4.587712 2.863612 0.088979  0.1988
48 H -3.504346 3.379051 -2.090942  0.2144
49 H -2.918203 1.715286 -2.204164  0.2000
50 H -5.839806 2.583736 -2.134496  0.1914
51 H -4.734067 2.993405 -4.318972  0.2086
52 H -5.908386 1.682159 -4.444261  0.2091
53 H -4.184364 1.317659 -4.366912  0.2032
54 H -6.354956 0.183874 -2.389045  0.2120
55 H -4.631185 -0.209386 -2.378270  0.2099
56 H -5.588947 -0.583750 -0.137643  0.2409
57 H -6.154747 1.107120 -0.083387  0.1925
58 H 1.665177 -1.239630 -0.424368  0.2100
59 H 3.663021 -1.592369 -1.798881  0.2034

Cartesian forces (eV/Å) of the 3 atoms listed first:
0.12 0.18 0.13
0.14 -0.33 -0.42
0.07 0.23 0.21

Computed properties:
structure (SMILES)	CC(=O)Nc1ccc(NC(=O)CSc2nc3ccccc3nc2N2CCC(C)CC2)cc1
strongest force on any atom	0.98	eV/Å
spin multiplicity	1
gap between HOMO and LUMO	7.469	eV
total energy	-1753.27852	Ha